DFT (ωB97M-V/def2-TZVPD) results for a 6-piece molecular cluster, C25H52F4N10O16S2 overall in a non-equilibrium geometry.

Calculated total energy ... -3930.96304 a.u.
Total charge ... 0
F_max ... 2.5 eV/Å
Kohn-Sham gap ... 9.20 eV
Spin multiplicity ... 1
Molar mass ... 888.9 g/mol
SMILES ... C=CC(=O)OCCCCCC[C@H](F)OC[C@@](CCCS(=O)(=O)O)(COO)O[C@@H](C=C)S(=O)(=O)C(F)(F)F.NC(N)=O.NC(N)=O.NC(N)=O.NC(N)=O.NC(N)=O

Last columns: bonded neighbours and bond lengths (Å).
Geometry (Å):
1 C -6.151 4.224 -0.719  C2 1.351, H38 1.084, H39 1.087
2 C -6.741 3.689 -1.811  C1 1.351, C3 1.489, H40 1.089
3 C -6.025 2.583 -2.505  C2 1.489, O4 1.202, O5 1.365
4 O -5.861 1.494 -2.024  C3 1.202
5 O -5.529 2.896 -3.737  C3 1.365, C6 1.454
6 C -4.120 3.243 -3.641  O5 1.454, C7 1.515, H41 1.089, H42 1.091
7 C -3.837 4.319 -4.670  C6 1.515, C8 1.537, H43 1.091, H44 1.093
8 C -2.512 5.066 -4.454  C7 1.537, C9 1.552, H45 1.093, H46 1.089
9 C -1.320 4.178 -4.009  C8 1.552, C10 1.534, H47 1.089, H48 1.091
10 C -1.067 4.350 -2.506  C9 1.534, C11 1.529, H49 1.094, H50 1.088
11 C -0.031 3.374 -1.947  C10 1.529, C12 1.521, H51 1.093, H52 1.088
12 C -0.143 3.300 -0.432  C11 1.521, F13 1.386, O14 1.388, H53 1.094
13 F -0.363 4.567 0.085  C12 1.386
14 O 1.038 2.776 0.075  C12 1.388, C15 1.417
15 C 1.116 2.720 1.488  O14 1.417, C16 1.545, H54 1.091, H55 1.094
16 C 0.931 1.293 2.049  C15 1.545, C17 1.538, C24 1.534, O27 1.430
17 C -0.165 0.541 1.276  C16 1.538, C18 1.538, H56 1.087, H57 1.092
18 C -0.672 -0.737 1.964  C17 1.538, C19 1.540, H58 1.092, H59 1.087
19 C -0.624 -1.965 1.035  C18 1.540, S20 1.791, H60 1.086, H61 1.088
20 S -1.957 -2.070 -0.157  C19 1.791, O21 1.430, O22 1.433, O23 1.589
21 O -1.369 -2.268 -1.445  S20 1.430
22 O -2.877 -3.082 0.270  S20 1.433
23 O -2.687 -0.658 -0.177  S20 1.589, H62 0.970
24 C 2.266 0.565 1.854  C16 1.534, O25 1.412, H63 1.099, H64 1.089
25 O 2.314 -0.710 2.459  C24 1.412, O26 1.434
26 O 2.661 -1.629 1.415  O25 1.434, H65 0.972
27 O 0.471 1.325 3.403  C16 1.430, C28 1.397
28 C 1.238 2.054 4.316  O27 1.397, C29 1.506, S31 1.833, H66 1.096
29 C 0.562 3.325 4.760  C28 1.506, C30 1.334, H67 1.085
30 C 1.102 4.148 5.661  C29 1.334, H68 1.084, H69 1.083
31 S 1.468 0.950 5.760  C28 1.833, O32 1.434, O33 1.435, C34 1.876
32 O 2.225 1.612 6.782  S31 1.434
33 O 2.035 -0.293 5.321  S31 1.435
34 C -0.242 0.498 6.385  S31 1.876, F35 1.328, F36 1.323, F37 1.329
35 F -1.173 1.373 6.022  C34 1.328
36 F -0.180 0.436 7.706  C34 1.323
37 F -0.580 -0.703 5.926  C34 1.329
38 H -6.072 5.296 -0.579  C1 1.084
39 H -5.701 3.572 0.026  C1 1.087
40 H -7.745 3.995 -2.099  C2 1.089
41 H -3.539 2.345 -3.845  C6 1.089
42 H -3.951 3.605 -2.626  C6 1.091
43 H -3.922 3.932 -5.687  C7 1.091
44 H -4.645 5.051 -4.576  C7 1.093
45 H -2.685 5.800 -3.662  C8 1.093
46 H -2.252 5.632 -5.348  C8 1.089
47 H -1.479 3.135 -4.276  C9 1.089
48 H -0.443 4.580 -4.518  C9 1.091
49 H -2.009 4.207 -1.968  C10 1.094
50 H -0.767 5.384 -2.341  C10 1.088
51 H 0.964 3.786 -2.137  C11 1.093
52 H -0.115 2.380 -2.380  C11 1.088
53 H -1.013 2.684 -0.182  C12 1.094
54 H 0.434 3.406 1.992  C15 1.091
55 H 2.125 3.052 1.750  C15 1.094
56 H 0.146 0.359 0.250  C17 1.087
57 H -1.015 1.226 1.240  C17 1.092
58 H -1.696 -0.619 2.325  C18 1.092
59 H -0.089 -1.003 2.842  C18 1.087
60 H 0.312 -1.968 0.485  C19 1.086
61 H -0.733 -2.857 1.647  C19 1.088
62 H -3.207 -0.555 0.636  O23 0.970
63 H 3.085 1.157 2.286  C24 1.099
64 H 2.496 0.484 0.793  C24 1.089
65 H 2.520 -2.501 1.821  O26 0.972
66 H 2.269 2.255 4.002  C28 1.096
67 H -0.410 3.523 4.322  C29 1.085
68 H 2.174 4.280 5.747  C30 1.084
69 H 0.502 4.707 6.369  C30 1.083
70 C -3.032 -3.951 6.087  O71 1.215, N72 1.370, N73 1.370
71 O -3.787 -4.891 6.247  C70 1.215
72 N -1.989 -3.986 5.199  C70 1.370, H74 1.002, H75 1.003
73 N -3.160 -2.778 6.782  C70 1.370, H76 1.002, H77 1.002
74 H -1.355 -3.223 5.059  N72 1.002
75 H -1.865 -4.830 4.672  N72 1.003
76 H -3.911 -2.717 7.443  N73 1.002
77 H -2.547 -1.995 6.663  N73 1.002
78 C 4.908 -4.012 -0.144  O79 1.224, N80 1.363, N81 1.363
79 O 4.618 -4.489 0.945  C78 1.224
80 N 4.301 -2.884 -0.612  C78 1.363, H82 1.002, H83 1.004
81 N 5.845 -4.566 -0.964  C78 1.363, H84 1.005, H85 1.006
82 H 4.501 -2.463 -1.499  N80 1.002
83 H 3.613 -2.481 -0.001  N80 1.004
84 H 6.313 -5.396 -0.643  N81 1.005
85 H 6.096 -4.190 -1.863  N81 1.006
86 C -9.678 3.759 -4.547  O87 1.219, N88 1.363, N89 1.369
87 O -9.830 3.226 -3.462  C86 1.219
88 N -8.555 3.590 -5.300  C86 1.363, H90 1.002, H91 1.004
89 N -10.627 4.584 -5.091  C86 1.369, H92 1.002, H93 1.002
90 H -8.411 4.032 -6.187  N88 1.002
91 H -7.834 2.995 -4.930  N88 1.004
92 H -11.464 4.731 -4.559  N89 1.002
93 H -10.526 5.036 -5.979  N89 1.002
94 C 8.609 -4.414 -3.531  O95 1.225, N96 1.369, N97 1.356
95 O 8.031 -3.363 -3.782  C94 1.225
96 N 8.913 -5.326 -4.506  C94 1.369, H98 1.002, H99 1.002
97 N 8.981 -4.763 -2.275  C94 1.356, H100 1.003, H101 1.003
98 H 9.377 -6.194 -4.320  N96 1.002
99 H 8.648 -5.100 -5.446  N96 1.002
100 H 8.761 -4.116 -1.540  N97 1.003
101 H 9.431 -5.628 -2.041  N97 1.003
102 C 7.796 -8.434 -1.268  O103 1.224, N104 1.365, N105 1.362
103 O 8.234 -7.292 -1.317  C102 1.224
104 N 8.607 -9.519 -1.103  C102 1.365, H106 1.002, H107 1.002
105 N 6.465 -8.703 -1.372  C102 1.362, H108 1.004, H109 1.002
106 H 8.269 -10.461 -1.058  N104 1.002
107 H 9.591 -9.349 -1.018  N104 1.002
108 H 5.843 -7.925 -1.494  N105 1.004
109 H 6.082 -9.629 -1.331  N105 1.002